Run one
Here is a cluster of 3 separate species, C3H12NO2 in total from the OMol25 dataset. Energies are from wB97M-V/def2-TZVPD.

Structure (XYZ):
```
18
Properties=species:S:1:pos:R:3:lowdin_charge:R:1
C -1.48 1.79 -0.78 -0.077
C -0.45 1.21 0.10 -0.372
C 0.17 1.78 1.14 0.109
N -0.01 -0.13 -0.46 0.149
H -2.55 1.79 -0.47 0.099
H -1.56 1.32 -1.89 0.123
H -1.22 2.80 -1.25 0.108
H 0.81 1.07 1.78 0.088
H 0.01 2.83 1.48 0.107
H -0.84 -0.86 -0.66 0.220
H 0.33 0.17 -1.43 0.193
H 0.52 -0.61 0.26 0.083
H 1.69 -2.22 1.96 0.020
H 0.76 -1.31 3.03 0.139
O 1.01 -1.59 2.05 -0.077
H 1.72 -2.65 -1.59 0.119
H 0.33 -2.97 -1.94 0.008
O 0.76 -2.43 -1.34 -0.039
```

Results
net charge	+1
highest occupied orbital energy	-14.29	eV
Kohn-Sham gap	11.078	eV

Run two
Here is a cluster of 3 separate species, C3H12NO2 in total from the OMol25 dataset. Energies are from wB97M-V/def2-TZVPD.

Structure (XYZ):
```
18
Properties=species:S:1:pos:R:3:lowdin_charge:R:1
C 0.00 -0.23 1.73 -0.013
C -0.86 0.72 0.89 -0.310
C -0.81 2.03 0.64 0.088
N -1.91 -0.07 0.12 0.191
H -0.72 -0.54 2.52 0.100
H 0.43 -1.01 1.14 0.065
H 0.77 0.31 2.30 0.101
H -0.87 2.37 -0.42 0.102
H -0.60 2.80 1.36 0.083
H -2.62 0.63 -0.14 0.164
H -2.42 -0.78 0.66 0.178
H -1.54 -0.69 -0.63 0.119
H 0.37 -0.17 -1.83 0.087
H 0.67 -1.53 -1.02 0.040
O 0.01 -1.01 -1.49 -0.054
H 3.44 -0.04 -1.50 0.061
H 3.56 -1.24 -0.77 0.060
O 2.86 -0.80 -1.28 -0.060
```

Results
net charge	+1
highest occupied orbital energy	-13.91	eV
Kohn-Sham gap	10.232	eV

Which structure wins on stability? run one wins.

Run one
Here is an isolated molecule of C7H10O2 from the OMol25 dataset. Energies are from wB97M-V/def2-TZVPD.

Structure (XYZ):
```
19
Properties=species:S:1:pos:R:3:lowdin_charge:R:1
C 1.43 0.76 -1.99 -0.071
C 0.82 -0.40 -1.16 -0.317
C -0.73 -0.18 -0.92 -0.089
C -0.89 0.40 0.49 -0.293
C -1.31 -0.31 2.54 -0.231
C 0.36 -0.10 1.15 -0.170
C 1.22 -0.65 0.25 0.018
H 2.54 0.69 -2.24 0.091
H 1.28 1.67 -1.48 0.055
H 0.99 0.98 -2.95 0.065
H 0.87 -1.37 -1.75 0.147
H -1.29 -1.12 -1.01 0.127
H -1.28 0.43 -1.66 0.114
H -0.95 1.55 0.45 0.179
H -1.48 0.66 2.94 0.122
H -1.79 -1.11 3.13 0.156
H 2.07 -1.20 0.50 0.095
O -1.90 -0.18 1.27 -0.031
O 0.03 -0.50 2.43 0.032
```

Results
highest occupied orbital energy	-8.70	eV
Kohn-Sham gap	9.745	eV
structure (SMILES)	C[C@H]1C=C2OCO[C@@H]2C1

Run two
Here is a structure of composition C7H10O2 from the OMol25 dataset. Energies are from wB97M-V/def2-TZVPD.

Structure (XYZ):
```
19
Properties=species:S:1:pos:R:3:lowdin_charge:R:1
C -1.15 1.74 1.00 -0.026
C -0.86 -1.73 -0.67 -0.075
C 1.21 -0.24 -0.71 -0.504
C -0.56 0.34 1.03 -0.402
C 1.92 -0.84 0.43 0.082
C 1.42 0.39 0.67 0.001
C -0.27 -0.35 -0.77 -0.136
O 1.90 0.19 -1.85 0.019
O -0.86 -0.46 1.88 0.069
H 1.49 0.99 -2.19 0.096
H 1.84 -1.79 0.93 0.105
H 1.61 1.45 0.74 0.140
H -0.75 0.27 -1.53 0.126
H -0.98 2.25 0.05 0.075
H -2.22 1.67 1.16 0.091
H -0.72 2.36 1.79 0.086
H -1.95 -1.69 -0.61 0.084
H -0.57 -2.31 -1.55 0.092
H -0.49 -2.26 0.21 0.077
```

Results
highest occupied orbital energy (spin up / spin down)	-8.39 / -8.39	eV
Kohn-Sham gap (spin up / spin down)	7.594 / 7.595	eV

Which structure wins on stability? run one wins.

Run one
Here is a structure of composition C7H10O2 from the OMol25 dataset. Energies are from wB97M-V/def2-TZVPD.

Structure (XYZ):
```
19
Properties=species:S:1:pos:R:3:lowdin_charge:R:1
C 1.26 0.92 0.03 -0.187
C 1.20 -0.03 -1.15 -0.006
C 0.18 -1.03 -1.27 -0.072
C -1.19 -1.57 -0.72 -0.100
C -1.80 -0.36 0.08 -0.276
C -1.41 0.19 1.59 -0.027
C -0.03 0.36 0.78 -0.163
H 2.67 0.00 1.02 0.043
H 1.42 1.88 -0.29 0.111
H 1.98 -0.01 -1.75 0.050
H 0.33 -1.67 -2.16 0.091
H -1.81 -1.70 -1.61 0.103
H -0.79 -2.59 -0.17 0.175
H -2.95 -0.24 0.02 0.156
H -2.02 1.10 1.88 0.117
H -1.33 -0.35 2.55 0.089
H 0.17 -0.70 0.88 0.098
O 2.64 0.91 0.74 -0.054
O -1.01 0.77 -0.30 -0.150
```

Results
highest occupied orbital energy	-8.65	eV
Kohn-Sham gap	9.429	eV

Run two
Here is a cluster of 2 separate species, C7H10O2 in total from the OMol25 dataset. Energies are from wB97M-V/def2-TZVPD.

Structure (XYZ):
```
19
Properties=species:S:1:pos:R:3:lowdin_charge:R:1
C 1.89 -1.72 0.10 0.009
C 1.21 -0.77 -0.80 -0.186
C -0.98 -0.70 -0.06 -0.059
C -1.31 -1.83 -0.36 0.145
O 1.29 -0.39 -1.90 0.234
H 1.44 -1.70 1.09 0.096
H 2.94 -1.43 0.15 0.112
H 1.79 -2.73 -0.32 0.115
H -1.65 -2.80 -0.63 0.042
C -1.38 1.71 -0.76 -0.037
C 0.28 1.16 1.08 -0.031
C -1.10 0.84 0.49 -0.777
O -1.97 0.95 1.46 -0.135
H -0.65 1.56 -1.55 0.065
H -1.36 2.76 -0.45 0.083
H -2.37 1.48 -1.14 0.083
H 1.05 0.80 0.33 0.057
H 0.45 0.59 2.00 0.088
H 0.40 2.23 1.28 0.093
```

Results
highest occupied orbital energy (spin up / spin down)	-7.35 / -7.29	eV
Kohn-Sham gap (spin up / spin down)	5.570 / 5.466	eV

Which structure wins on stability? run two wins.